1.
Here is C33H31F5MnN4O3SSeSi as an isolated structure in a non-equilibrium geometry from the OMol25 dataset. Energies are from wB97M-V/def2-TZVPD.

Each line ends with the Mulliken spin population.
Positions of all 80 atoms, in Å:
Se (-2.467, 1.532, -0.850)  0.028
Mn (0.025, -0.478, 0.319)  4.754
S (-0.753, -4.382, 0.928)  0.000
Si (3.296, -1.330, -0.472)  0.033
F (-2.397, 5.908, 2.042)  0.000
F (-4.192, 3.504, -2.512)  0.000
F (-1.645, 3.377, 1.484)  0.001
F (-4.064, 7.273, 0.338)  0.000
F (-4.946, 6.030, -1.952)  0.000
O (-0.510, -4.623, 2.330)  0.000
O (-1.884, -1.236, -0.513)  -0.001
O (0.000, -5.232, 0.026)  0.002
N (-0.635, -2.807, 0.504)  0.085
N (2.263, -0.020, -0.083)  0.015
N (0.163, -0.079, -2.065)  -0.020
N (-0.205, 0.034, 2.392)  -0.018
C (-2.496, -4.576, 0.541)  0.000
C (-2.651, -0.619, 2.423)  0.047
C (4.233, 3.113, -0.159)  0.000
C (4.370, -1.072, -2.063)  0.002
C (-2.898, 3.315, -0.527)  0.011
C (-3.680, 6.000, 0.054)  0.000
C (4.505, -1.822, 0.948)  -0.001
C (-4.202, -3.169, -0.431)  0.005
C (2.134, 0.748, 3.061)  0.011
C (1.923, 3.609, 0.178)  0.019
C (1.631, 2.265, 0.175)  0.149
C (-0.261, -1.009, -4.226)  0.003
C (2.290, -2.900, -0.833)  0.036
C (0.512, 1.059, -2.660)  0.029
C (-5.082, -4.225, -0.322)  -0.001
C (-2.458, 4.004, 0.622)  -0.003
C (3.949, 1.762, -0.165)  -0.002
C (-3.734, 4.068, -1.375)  -0.004
C (0.516, 1.229, -4.033)  0.002
C (-4.123, 5.364, -1.102)  -0.001
C (0.749, 0.272, 3.346)  0.038
C (-1.110, -0.303, 4.435)  0.005
C (0.106, 0.178, -4.842)  -0.001
C (2.629, 1.285, -0.035)  -0.090
C (-1.343, -0.309, 3.072)  0.001
C (3.229, 4.054, 0.006)  0.005
C (-0.204, -1.092, -2.844)  0.034
C (-3.362, -5.632, 0.641)  -0.003
C (-4.674, -5.453, 0.204)  0.002
C (-2.834, 5.301, 0.913)  -0.001
C (-1.790, -2.388, -0.029)  -0.051
C (-2.889, -3.349, 0.008)  -0.004
C (0.227, 0.071, 4.608)  0.009
H (5.259, 3.450, -0.282)  0.000
H (0.798, 1.872, -2.007)  -0.007
H (5.219, -0.416, -1.896)  0.000
H (-2.829, -1.700, 2.402)  -0.003
H (0.816, 2.178, -4.454)  0.000
H (-6.109, -4.112, -0.647)  0.000
H (2.595, 0.142, 2.286)  0.003
H (5.100, -2.695, 0.685)  0.000
H (3.920, -2.077, 1.828)  0.000
H (0.065, 0.285, -5.920)  0.000
H (0.755, 0.177, 5.540)  0.001
H (3.768, -0.629, -2.853)  0.000
H (0.604, 1.898, 0.352)  -0.091
H (5.186, -1.022, 1.228)  0.000
H (-0.604, -1.859, -4.800)  0.000
H (2.130, 1.786, 2.726)  0.000
H (3.464, 5.111, 0.035)  0.001
H (4.754, -2.020, -2.432)  0.000
H (-4.492, -2.223, -0.859)  0.002
H (1.128, 4.329, 0.311)  0.000
H (-1.818, -0.551, 5.205)  0.001
H (-0.484, -2.011, -2.348)  0.000
H (-2.672, -0.241, 1.401)  -0.028
H (1.606, -3.124, -0.020)  -0.003
H (1.699, -2.799, -1.738)  -0.001
H (-5.380, -6.269, 0.265)  0.000
H (-3.030, -6.578, 1.042)  0.000
H (2.931, -3.768, -0.963)  0.001
H (4.757, 1.052, -0.255)  0.001
H (-3.472, -0.161, 2.980)  0.001
H (2.728, 0.685, 3.972)  -0.001

Results
⟨S²⟩ ... 8.75
Calculated total energy ... -175798.0158 eV
Strongest force on any atom ... 1.70 eV/Å
Charge ... -2
HOMO level (spin up / spin down) ... -0.05055 / -0.05031 Ha
2S+1 ... 6
Gap between HOMO and LUMO (spin up / spin down) ... 5.43 / 5.42 eV

2.
Here is C33H31F5N3O4PRuS2Se as an isolated structure from the OMol25 dataset. Energies are from wB97M-V/def2-TZVPD.

Each line ends with the Mulliken spin population.
Positions of all 81 atoms, in Å:
Ru (-0.296, -0.039, 0.482)  2.493
Se (2.579, 0.677, -0.449)  0.736
S (-2.257, -1.607, 3.462)  0.069
S (0.357, -1.320, -1.230)  1.123
P (-1.987, -1.658, 1.516)  0.279
F (3.206, -1.159, -2.938)  0.010
F (5.649, 1.867, -5.510)  0.002
F (3.873, 3.263, -1.433)  -0.007
F (4.577, -0.591, -5.154)  -0.001
F (5.293, 3.783, -3.635)  0.000
O (-3.363, -1.253, 0.710)  0.006
O (-2.912, 3.016, -0.462)  0.055
O (0.961, 0.032, 4.506)  0.052
O (-1.909, -3.228, 1.099)  0.005
N (-0.958, 1.279, 1.870)  -0.087
N (-1.347, 1.317, -0.680)  -0.076
N (1.011, -0.403, 2.217)  0.102
C (3.388, -0.326, 2.804)  0.019
C (4.029, 2.281, -2.324)  -0.052
C (3.284, 1.137, 3.166)  0.032
C (0.250, 3.425, -1.739)  0.010
C (-1.132, 1.780, -4.868)  0.002
C (-1.306, 1.468, -2.111)  -0.007
C (4.618, -0.965, 2.917)  -0.015
C (-2.052, 0.634, -2.943)  0.007
C (4.762, 2.571, -3.457)  -0.014
C (4.944, 1.600, -4.414)  0.029
C (2.391, -2.424, 2.109)  -0.004
C (0.535, 0.164, 3.371)  -0.007
C (-2.126, 2.206, 0.000)  0.020
C (-1.147, 1.929, 4.118)  -0.007
C (-2.355, -5.127, -0.263)  0.010
C (-0.584, 1.145, 3.136)  0.085
C (-1.978, -3.662, -0.266)  -0.001
C (3.478, 1.030, -2.091)  0.095
C (-2.135, 2.828, 3.751)  0.025
C (-0.413, 2.615, -4.026)  -0.004
C (-2.520, 2.948, 2.416)  -0.006
C (-2.974, -0.403, -2.364)  0.001
C (3.681, 0.076, -3.076)  0.026
C (1.188, -3.239, 1.706)  -0.011
C (-0.494, 2.477, -2.644)  0.001
C (-4.383, -0.366, 1.170)  -0.004
C (-5.732, -0.949, 0.807)  0.005
C (-1.896, 2.151, 1.492)  0.078
C (3.638, -3.032, 2.231)  -0.007
C (-1.948, 0.801, -4.323)  -0.011
C (4.397, 0.351, -4.226)  -0.017
C (4.754, -2.313, 2.628)  0.009
C (2.273, -1.063, 2.380)  -0.067
H (-3.370, -1.047, -3.152)  -0.006
H (-0.811, 1.794, 5.138)  0.000
H (-0.448, 4.107, -1.241)  0.000
H (-6.534, -0.294, 1.162)  0.001
H (0.355, -3.085, 2.393)  -0.003
H (5.480, -0.389, 3.244)  0.000
H (-2.465, -1.022, -1.633)  0.005
H (-1.065, 1.901, -5.945)  0.000
H (-2.605, 3.451, 4.506)  0.001
H (1.435, -4.303, 1.694)  0.000
H (-1.577, -5.723, 0.220)  0.000
H (-4.250, 0.606, 0.686)  0.000
H (-2.722, -3.075, -0.805)  0.001
H (0.794, 2.888, -0.965)  0.008
H (-3.288, -5.269, 0.287)  0.000
H (2.954, 1.250, 4.203)  0.001
H (3.724, -4.094, 2.018)  0.000
H (-5.827, -1.062, -0.277)  -0.001
H (0.963, 4.024, -2.310)  0.000
H (0.838, -2.964, 0.712)  0.009
H (5.716, -2.803, 2.731)  0.000
H (4.254, 1.625, 3.053)  -0.003
H (-4.295, -0.240, 2.248)  0.000
H (-1.008, -3.508, -0.740)  0.004
H (0.215, 3.398, -4.442)  0.000
H (-3.276, 3.643, 2.073)  0.000
H (2.566, 1.663, 2.540)  -0.002
H (-2.523, 0.149, -4.974)  0.000
H (-5.845, -1.931, 1.271)  0.000
H (-3.812, 0.068, -1.845)  0.002
H (-2.489, -5.485, -1.290)  0.000

Results
⟨S²⟩ ... 8.78
Calculated total energy ... -159863.2183 eV
Strongest force on any atom ... 0.94 eV/Å
Charge ... -1
HOMO level (spin up / spin down) ... -0.15642 / -0.20640 Ha
2S+1 ... 6
Gap between HOMO and LUMO (spin up / spin down) ... 6.48 / 5.81 eV

3.
Here is C33H31F9GeNOPtS2Si as an isolated structure in a non-equilibrium geometry from the OMol25 dataset. Energies are from wB97M-V/def2-TZVPD.

Each line ends with the Mulliken spin population.
Positions of all 80 atoms, in Å:
Pt (0.019, -0.276, -0.495)  0.646
Ge (0.262, 0.310, 2.019)  0.022
S (-0.720, 1.674, -1.275)  0.056
S (1.804, 3.410, -1.214)  0.005
Si (-1.662, -1.859, -1.378)  0.080
F (4.720, 0.201, -0.664)  0.000
F (2.662, 0.269, -4.116)  0.000
F (3.823, -2.832, -1.955)  0.000
F (4.024, 1.404, -2.294)  0.000
F (2.567, -1.870, -3.921)  0.001
F (3.498, -1.962, -0.020)  0.000
F (5.053, -0.462, -2.698)  0.005
F (1.803, -2.631, -1.179)  0.000
F (0.909, -0.646, -3.286)  -0.006
O (2.001, 0.114, -1.054)  0.192
N (0.793, 2.456, -3.339)  0.002
C (1.925, 2.652, 2.247)  -0.004
C (-1.689, -2.953, 0.128)  0.018
C (-3.829, 2.373, 3.112)  0.003
C (-3.324, -1.089, -1.736)  0.002
C (-0.955, -3.305, 3.697)  0.002
C (4.087, 2.704, 3.283)  0.000
C (4.000, 1.346, 3.554)  0.000
C (-1.411, 1.205, 2.367)  -0.030
C (0.094, -4.177, 3.430)  -0.002
C (2.510, 4.051, -2.776)  0.001
C (3.048, 3.361, 2.634)  0.000
C (0.212, -1.549, 2.523)  0.006
C (-3.814, 0.183, -1.447)  -0.011
C (1.825, 1.285, 2.516)  -0.006
C (-5.485, -1.618, -2.720)  0.002
C (1.205, -3.743, 2.718)  0.001
C (2.256, -0.731, -3.326)  0.000
C (-1.437, 2.218, 3.327)  0.002
C (1.882, 3.247, -3.927)  -0.001
C (2.878, 0.632, 3.163)  0.001
C (3.026, -2.044, -1.262)  0.014
C (2.825, -0.621, -1.860)  -0.056
C (1.265, -2.434, 2.268)  -0.012
C (-2.610, 0.791, 1.788)  0.033
C (-5.103, 0.557, -1.787)  -0.004
C (-3.813, 1.368, 2.149)  0.010
C (-5.943, -0.343, -2.428)  -0.001
C (-2.646, 2.792, 3.700)  0.002
C (0.690, 2.442, -2.042)  0.003
C (4.195, 0.137, -1.880)  0.021
C (-0.910, -2.002, 3.230)  0.005
C (-4.193, -1.984, -2.383)  0.015
C (-0.994, -2.716, -2.880)  -0.001
H (-1.149, -2.113, -3.773)  0.000
H (-0.744, -3.387, 0.452)  0.005
H (-4.766, 2.825, 3.406)  0.000
H (0.176, 1.890, -3.909)  0.000
H (-5.457, 1.551, -1.549)  0.000
H (3.590, 3.933, -2.739)  0.000
H (0.040, -3.046, -2.839)  0.001
H (-2.183, -2.479, 0.972)  -0.001
H (2.149, -2.090, 1.749)  -0.003
H (-2.661, 3.569, 4.452)  0.000
H (-1.808, -3.644, 4.268)  0.000
H (2.593, 2.567, -4.391)  0.000
H (-1.729, -1.328, 3.449)  0.001
H (-4.736, 1.033, 1.694)  0.001
H (2.028, -4.419, 2.530)  0.000
H (1.468, 3.902, -4.692)  0.000
H (0.050, -5.197, 3.790)  0.000
H (2.266, 5.109, -2.835)  0.000
H (-3.870, -2.991, -2.626)  0.001
H (2.811, -0.424, 3.393)  0.000
H (-2.334, -3.764, -0.240)  0.002
H (-6.133, -2.330, -3.214)  0.000
H (-0.521, 2.556, 3.796)  0.001
H (1.099, 3.172, 1.773)  0.000
H (-1.622, -3.611, -2.955)  0.000
H (-2.618, -0.009, 1.052)  -0.019
H (4.964, 3.258, 3.590)  0.000
H (3.116, 4.424, 2.444)  0.000
H (-3.199, 0.912, -0.934)  -0.004
H (4.806, 0.845, 4.072)  0.000
H (-6.950, -0.053, -2.699)  0.000

Results
⟨S²⟩ ... 0.76
Calculated total energy ... -152015.8212 eV
Strongest force on any atom ... 1.33 eV/Å
Charge ... +2
HOMO level (spin up / spin down) ... -0.52671 / -0.52662 Ha
2S+1 ... 2
Gap between HOMO and LUMO (spin up / spin down) ... 6.53 / 6.02 eV

What is the 2S+1 in the third record? 2